No. 1
This record from OMol25 describes 5 unconnected molecules or ions with the total composition C9H28O5. The level of theory is wB97M-V/def2-TZVPD.

XYZ file:
```
42
C9H28O5 wB97M-V/def2-TZVPD
O -0.34325 0.08222 -0.04411
H -1.11155 0.12588 0.52982
H 0.25105 -0.64621 0.15028
H 0.13170 0.91489 -0.09596
C 3.88056 -0.13663 0.55813
C 2.91429 -1.24359 1.07285
C 2.36457 -0.92383 2.41910
O 1.84802 -1.60697 0.25407
H 4.65064 0.01194 1.31510
H 3.38014 0.83075 0.51492
H 4.43067 -0.29505 -0.36944
H 3.45000 -2.19006 1.14587
H 1.56999 -0.17806 2.39518
H 2.98353 -0.42873 3.16734
H 2.02044 -1.81875 2.93755
C -1.54912 -1.33699 2.78029
C -2.77978 -0.73476 2.15633
O -2.39415 0.42708 1.48719
H -0.88437 -1.71227 2.00224
H -1.77226 -2.04989 3.57406
H -0.92706 -0.59858 3.28614
H -3.59133 -0.46647 2.83272
H -3.26226 -1.38131 1.42333
H -3.23587 0.87372 1.60392
C -3.58604 -1.39991 -1.64920
C -2.86594 -1.03148 -2.93919
O -1.96856 -0.04618 -2.54090
H -4.23170 -2.25483 -1.85001
H -4.04103 -0.55375 -1.13431
H -2.85563 -1.61954 -0.87050
H -3.50997 -0.84326 -3.79820
H -2.24979 -1.83972 -3.33314
H -2.07671 0.68022 -3.15916
C 1.54419 3.08227 -2.49666
C 1.99436 1.96443 -1.53883
O 1.12443 2.14995 -0.37745
H 2.12924 3.01366 -3.41378
H 1.67726 4.08074 -2.08018
H 0.49173 2.91981 -2.72911
H 3.00437 2.26715 -1.26254
H 1.94449 0.96298 -1.96627
H 1.45069 2.94918 0.04251
```

Calculated values
Spin multiplicity = 2
HOMO-LUMO gap (spin up / spin down) = 0.38668 / 0.27351 Eh
LUMO (spin up / spin down) = -2.318 / -5.397 eV
Electronic energy = -735.5175 a.u.
Highest occupied orbital energy (spin up / spin down) = -12.8 / -12.8 eV
Net charge = +1
Expectation value of S² = 0.754

These are the Löwdin partial charges, in e, on atoms 1 to 5:
1 O 0.2710
2 H 0.0684
3 H 0.0924
4 H 0.0703
5 C -0.0134

No. 2
This record from OMol25 describes 8 unconnected molecules or ions with the total composition C9H29Br8N3O3. The level of theory is wB97M-V/def2-TZVPD.

XYZ file:
```
52
C9H29Br8N3O3 wB97M-V/def2-TZVPD
N -4.83316 2.51128 -1.67404
H -5.21072 2.41480 -2.60583
H -3.83238 2.48936 -1.80847
H -4.99895 1.74837 -1.03328
H -5.18412 3.36243 -1.25875
N -0.83091 7.26157 -0.65212
H -1.62819 7.27721 -0.03229
H -0.08537 6.70679 -0.25654
H -0.61226 8.16249 -1.05290
H -1.25819 6.67041 -1.35074
N -1.27520 4.66483 5.14459
H -0.75542 4.99818 5.94384
H -1.73943 3.79664 5.37003
H -0.66358 4.51976 4.35404
H -1.93202 5.35228 4.80386
O 1.03086 1.18956 0.97899
C 0.54394 2.43990 0.75606
O -0.40378 2.46487 -0.05402
O 0.92792 3.46649 1.38702
H 0.51529 0.74540 0.30186
Br 6.55866 -0.35198 -0.96794
C 5.53030 -1.99248 -0.62746
C 5.50787 -2.90844 -1.78708
Br 5.26875 -4.74896 -1.15467
H 4.52210 -1.75083 -0.29095
H 6.06600 -2.49018 0.18088
H 6.52285 -2.89357 -2.18420
H 4.75059 -2.66592 -2.53261
Br -0.84997 -7.45476 1.50790
C -1.91648 -7.61301 -0.13276
C -1.36080 -6.90964 -1.38196
Br -1.42760 -4.94913 -0.99157
H -2.95292 -7.29562 -0.01812
H -1.86151 -8.68225 -0.33723
H -1.85851 -6.97749 -2.34932
H -0.32200 -7.20513 -1.52918
Br 2.00658 4.71559 -6.48418
C 1.92428 2.84387 -5.83263
C 0.90071 2.05401 -6.73399
Br 0.88310 0.20212 -5.86264
H 1.70344 2.87914 -4.76582
H 2.90970 2.40021 -5.97483
H 1.25971 2.11087 -7.76161
H -0.14075 2.37336 -6.77246
Br -0.54498 -1.09626 6.41985
C -0.72465 -2.92379 5.63357
C -2.13574 -3.41817 5.89193
Br -2.29573 -3.95686 7.83920
H -0.01773 -3.49998 6.23053
H -0.45052 -2.91047 4.57869
H -2.30791 -4.37383 5.39680
H -2.92103 -2.75314 5.53256
```

Calculated values
HOMO-LUMO gap = 0.19227 Eh
LUMO = -6.607 eV
Electronic energy = -21341.7343 a.u.
Highest occupied orbital energy = -11.8 eV
Net charge = +2

These are the Löwdin partial charges, in e, on atoms 1 to 5:
1 N 0.3555
2 H 0.1631
3 H 0.1576
4 H 0.1634
5 H 0.1559

No. 3
This record from OMol25 describes a molecular structure, C9H30B2F3N2O5PtS. The level of theory is wB97M-V/def2-TZVPD.

XYZ file:
```
53
C9H30B2F3N2O5PtS wB97M-V/def2-TZVPD
Pt -0.87367 0.82912 0.41781
B -1.84622 2.58487 1.55777
H -2.32464 2.41557 0.60556
H -0.88603 3.06812 1.46428
H -2.54474 3.16184 2.14377
H -1.75825 1.69292 2.15854
B -2.77176 -0.38084 -0.18597
H -3.84738 -0.31247 -0.13479
H -2.47797 -1.24896 -0.75543
H -2.40898 0.51276 -0.66983
H -2.28015 -0.28397 0.76963
C 0.39976 3.73586 -3.46068
F 0.63292 5.04090 -3.55147
F -0.80667 3.50551 -3.87087
F 1.16634 3.12611 -4.36830
S 0.68330 3.00763 -1.62798
O -0.26115 1.85218 -1.38447
O 2.10545 2.60103 -1.53950
O 0.35015 4.12786 -0.74001
C 2.00943 -1.72475 -1.37497
C 0.51565 -1.38788 -1.68915
C -0.27470 -2.36808 -2.59492
O -0.09218 -3.74329 -2.13578
C -1.01612 -4.61584 -2.71520
N -0.10467 -1.34036 -0.36876
H 2.16592 -2.70782 -0.93091
H 2.35280 -0.96190 -0.67622
H 2.57875 -1.66542 -2.30259
H 0.43021 -0.39132 -2.12239
H 0.22189 -2.21904 -3.55370
H -1.31190 -2.03371 -2.57217
H -0.87675 -4.65678 -3.79548
H -2.09036 -4.45421 -2.62585
H -0.88415 -5.61338 -2.29614
H 0.07386 -2.22934 0.07614
H -1.05102 -1.45014 -0.70413
C 3.10537 0.87469 2.69393
C 1.78160 0.39901 2.05914
C 0.72282 0.08003 3.05158
O -0.47940 -0.46240 2.38600
C -1.39973 -1.03572 3.34712
N 1.25441 1.46776 1.21908
H 3.90595 0.99471 1.96402
H 3.37354 0.12528 3.43862
H 3.01636 1.83323 3.20519
H 1.95286 -0.53318 1.52081
H 0.55880 1.00662 3.60170
H 1.01867 -0.68904 3.76510
H -2.35164 -1.22181 2.84979
H -1.51998 -0.35447 4.18946
H -1.05826 -2.02637 3.64731
H 2.03022 1.86437 0.70828
H 1.19145 2.20452 1.90705
```

Calculated values
Spin multiplicity = 4
HOMO-LUMO gap (spin up / spin down) = 0.32926 / 0.23961 Eh
LUMO (spin up / spin down) = 0.122 / -3.154 eV
Electronic energy = -1712.9989 a.u.
Highest occupied orbital energy (spin up / spin down) = -8.8 / -9.7 eV
Expectation value of S² = 3.758

These are the Löwdin partial charges, in e, on atoms 1 to 5:
1 Pt 1.4049
2 B -0.4321
3 H -0.0237
4 H -0.0531
5 H -0.0014

No. 4
This record from OMol25 describes a molecular structure, C9H30NO8Y. The level of theory is wB97M-V/def2-TZVPD.

XYZ file:
```
49
C9H30NO8Y wB97M-V/def2-TZVPD
Y -1.71484 -1.50542 3.30754
C 3.25403 -0.44979 -1.76873
C 2.64198 0.95540 -2.10310
C 2.58581 1.00596 -3.68476
C 1.82650 2.21700 -4.24857
C 0.39433 2.15677 -3.66051
C 0.19747 2.06886 -2.10713
N 1.20557 1.05579 -1.57737
O 1.10572 0.80413 -0.12924
C -1.26092 1.74145 -1.86943
C 0.50819 3.50227 -1.56238
C 3.69483 1.92733 -1.53529
H 4.16308 -0.55027 -2.36174
H 2.57051 -1.25535 -2.03700
H 3.65556 -0.58142 -0.76398
H 2.17345 0.07392 -4.07126
H 3.56168 1.15362 -4.14731
H 1.72710 2.05679 -5.32214
H 2.28662 3.18820 -4.06645
H -0.19285 1.39267 -4.16990
H 0.01412 3.09452 -4.06570
H -1.45172 1.77549 -0.79680
H -1.58352 0.77299 -2.25166
H -1.97396 2.43721 -2.31168
H -0.10861 4.25040 -2.06034
H 1.50873 3.80891 -1.86734
H 0.49312 3.58701 -0.47579
H 3.79551 1.94111 -0.45003
H 3.55706 2.95443 -1.87318
H 4.70509 1.75683 -1.90734
O -3.33694 1.76210 3.92072
H -3.79556 2.29772 3.24447
O 0.64231 -0.50372 5.88155
H 1.14506 -1.27854 6.19999
O -1.88924 -3.01285 -0.26256
H -2.27375 -3.81251 -0.62163
H -1.51737 -2.56358 -1.02157
O -2.82918 -5.41126 3.53954
H -3.23081 -5.91730 2.83326
H -2.95281 -5.94995 4.32105
O 1.53395 -3.86916 3.16594
H 1.56537 -4.72221 2.73286
H 2.44999 -3.65702 3.34499
O -3.35839 -2.02814 6.66749
H -4.21936 -1.64713 6.84008
H -3.03614 -2.29312 7.52900
O -5.69695 -1.51458 2.59397
H -6.15153 -1.70533 1.77349
H -6.38830 -1.51028 3.25597
```

Calculated values
HOMO-LUMO gap = 0.09993 Eh
LUMO = -3.077 eV
Electronic energy = -1055.3964 a.u.
Highest occupied orbital energy = -5.8 eV

These are the Löwdin partial charges, in e, on atoms 1 to 5:
1 Y 1.6214
2 C -0.0581
3 C -0.4435
4 C -0.1437
5 C -0.1809

No. 5
This record from OMol25 describes 6 unconnected molecules or ions with the total composition C9H31N11O6. The level of theory is wB97M-V/def2-TZVPD.

XYZ file:
```
57
C9H31N11O6 wB97M-V/def2-TZVPD
C -0.64776 -1.50989 5.22380
O -1.88498 -1.57998 5.86022
C -1.89775 -1.79780 7.28959
C -3.24875 -2.48003 7.78403
C -4.22272 -1.38770 8.26606
N -2.94598 -3.41884 8.95590
H 0.15231 -0.91337 5.66212
H -0.76122 -1.33181 4.15445
H -0.25546 -2.52480 5.15925
H -1.09030 -2.46284 7.59593
H -1.79635 -0.94717 7.96357
H -3.70528 -3.03462 6.96421
H -4.00898 -0.71587 9.09736
H -5.21834 -1.75079 8.52107
H -4.34718 -0.68505 7.44211
H -2.50536 -4.25390 8.59724
H -2.37167 -2.90592 9.60949
N 4.55581 2.85417 0.07373
C 5.11404 2.02208 0.91503
N 6.39506 2.13747 0.94275
O 4.55152 1.18716 1.53265
H 5.05592 3.46188 -0.55926
H 3.54665 2.81601 0.05785
H 6.82105 3.01125 0.66864
H 6.79825 1.44407 1.55654
N -3.02668 -1.93141 -4.91860
C -4.02632 -1.79087 -4.12657
N -3.61311 -1.04342 -3.09575
O -5.19519 -2.18854 -4.25561
H -3.16832 -2.38983 -5.80736
H -2.11392 -1.79083 -4.50968
H -4.17269 -0.73665 -2.31291
H -2.69950 -0.64986 -3.27051
N -0.02799 3.64145 -3.76549
C -1.07935 4.18624 -4.19825
N -0.77728 5.37714 -4.59199
O -2.23892 3.78051 -4.12404
H -0.23148 2.92273 -3.08570
H 0.81745 4.19221 -3.72054
H 0.16901 5.72789 -4.63208
H -1.45751 6.06267 -4.88771
N 2.46037 -0.90453 -2.05897
C 1.20138 -1.17619 -1.82512
N 1.02106 -1.58400 -0.63594
O 0.30986 -0.78220 -2.59145
H 2.75904 -0.34404 -2.84431
H 3.09407 -1.06326 -1.28869
H 1.72286 -1.46034 0.07980
H 0.04091 -1.68422 -0.41374
N 2.54066 1.01991 -6.19401
C 2.64100 -0.04805 -6.91661
N 1.61377 -0.77143 -6.64098
O 3.55122 -0.36325 -7.62112
H 1.68342 1.27639 -5.72555
H 3.35755 1.53356 -6.49227
H 1.74757 -1.70480 -7.00296
H 1.01454 -0.54672 -5.85961
```

Calculated values
HOMO-LUMO gap = 0.32758 Eh
LUMO = -0.299 eV
SMILES string = COC[C@H](C)N.NC(N)=O.NC(N)=O.NC(N)=O.NC(N)=O.NC(N)=O
Electronic energy = -1415.2845 a.u.
Highest occupied orbital energy = -9.2 eV

These are the Löwdin partial charges, in e, on atoms 1 to 5:
1 C -0.1408
2 O -0.1800
3 C -0.1767
4 C -0.3598
5 C -0.0913

No. 6
This record from OMol25 describes a molecular structure, C9H32BO7V. The level of theory is wB97M-V/def2-TZVPD.

XYZ file:
```
50
C9H32BO7V wB97M-V/def2-TZVPD
O 4.34838 27.02696 3.76635
V 4.76795 26.21422 5.09613
O 6.27592 26.62758 5.37986
B 3.91309 27.69876 6.64328
H 3.31141 28.18337 7.49557
H 4.76985 28.35670 6.23468
H 4.35406 26.69182 6.95570
H 3.15701 27.48165 5.81744
C 1.79708 25.08635 5.94622
O 2.81633 24.90250 4.94677
H 1.30971 26.05176 5.83057
H 1.00907 24.33042 5.86058
H 2.14920 24.95343 6.97324
H 2.59660 24.02619 4.61631
C 5.58635 30.11837 9.07221
O 5.45749 28.72107 9.20228
H 6.19428 30.41370 8.21617
H 4.60781 30.60346 8.98231
H 5.97535 30.57610 9.98209
H 4.91690 28.38593 8.47576
C 1.45184 26.96015 9.66073
O 1.05305 27.15840 8.29421
H 0.79277 26.22057 10.11889
H 2.49684 26.65915 9.69098
H 1.27799 27.87390 10.23438
H 1.88466 27.26149 7.81170
C 4.77847 24.49085 8.83225
C 5.81784 24.35108 7.74528
C 6.69438 23.13377 7.99396
O 5.16667 24.28885 6.46679
H 4.14304 25.35884 8.66166
H 5.27257 24.65859 9.79281
H 4.14097 23.61132 8.95195
H 6.47174 25.22229 7.68642
H 6.15488 22.21738 8.25219
H 7.45425 23.33758 8.74730
H 7.25915 22.82489 7.10745
H 4.66602 23.46723 6.39231
C 2.62438 30.42493 4.26049
C 3.51755 31.10248 5.30800
C 3.30467 32.60993 5.27420
O 3.10729 30.71635 6.61294
H 2.65411 29.33154 4.30082
H 3.01760 30.68321 3.27366
H 1.56542 30.64239 4.40268
H 4.56862 30.87804 5.09009
H 3.98311 33.05567 6.00471
H 2.27737 32.92000 5.45722
H 3.57716 33.05885 4.31343
H 3.29681 29.76427 6.71171
```

Calculated values
HOMO-LUMO gap = 0.29618 Eh
LUMO = -1.396 eV
Electronic energy = -1857.4984 a.u.
Highest occupied orbital energy = -9.5 eV

These are the Löwdin partial charges, in e, on atoms 1 to 5:
1 O -0.3091
2 V 0.9146
3 O -0.2829
4 B -0.4149
5 H 0.0377

No. 7
This record from OMol25 describes 7 unconnected molecules or ions with the total composition C9H32N4O7. The level of theory is wB97M-V/def2-TZVPD.

XYZ file:
```
52
C9H32N4O7 wB97M-V/def2-TZVPD
N 15.92800 -30.07700 -4.92400
C 16.82000 -30.41000 -5.83200
N 16.82800 -29.49400 -6.77600
O 17.63700 -31.48300 -5.74300
H 15.56500 -30.81300 -4.36400
H 15.29300 -29.35100 -5.13700
H 17.41900 -29.82100 -7.54300
H 15.97000 -29.14800 -7.26400
N 15.17200 -28.72900 -10.33800
C 16.03800 -27.81800 -10.53400
N 16.74800 -27.48800 -9.51200
O 16.28300 -27.17300 -11.71600
H 14.81100 -29.00400 -11.25800
H 14.64200 -29.12600 -9.55100
H 17.51200 -26.78500 -9.66300
H 16.35500 -27.42200 -8.54000
C 19.44300 -27.31200 -7.03600
C 19.60900 -28.19300 -5.81200
C 20.21800 -29.52200 -6.17800
O 20.28900 -27.70900 -4.92200
H 19.11200 -27.88100 -7.92100
H 20.26100 -26.73800 -7.38600
H 18.75000 -26.55500 -6.83700
H 18.61200 -28.39400 -5.51700
H 20.26800 -30.19800 -5.35400
H 21.25300 -29.38000 -6.51500
H 19.65000 -30.02900 -6.92400
H 21.03800 -27.24300 -5.37600
C 19.28300 -28.23000 -11.93900
O 19.79800 -28.16300 -10.61600
H 18.32700 -28.69900 -11.98600
H 19.96300 -28.68200 -12.57800
H 19.14400 -27.22300 -12.29900
H 19.37000 -28.81900 -10.05900
C 12.89800 -32.11700 -10.11700
O 12.23600 -31.08000 -10.76500
H 12.92100 -33.06800 -10.70800
H 12.53800 -32.42100 -9.11900
H 13.87300 -31.71800 -10.07800
H 11.50000 -31.52100 -11.23500
C 14.49300 -32.43600 -7.24200
O 15.47800 -33.25600 -6.63800
H 14.82900 -31.84000 -8.05000
H 13.99400 -31.88200 -6.47900
H 13.79600 -33.22900 -7.64000
H 16.20500 -32.69900 -6.25200
C 17.38600 -30.98600 -9.51600
O 18.01800 -29.79200 -9.20500
H 17.24200 -31.06300 -10.59900
H 16.44100 -30.72000 -9.05700
H 17.84800 -31.88800 -9.10500
H 17.41400 -29.01800 -9.41100
```

Calculated values
HOMO-LUMO gap = 0.32939 Eh
LUMO = -0.451 eV
SMILES string = NC(N)=O.NC(N)=O.CC(C)O.CO.CO.CO.CO
Electronic energy = -1107.6390 a.u.
Highest occupied orbital energy = -9.4 eV

These are the Löwdin partial charges, in e, on atoms 1 to 5:
1 N 0.1869
2 C -0.6142
3 N 0.1560
4 O -0.0583
5 H 0.1157

No. 8
This record from OMol25 describes 9 unconnected molecules or ions with the total composition C9H33O11. The level of theory is wB97M-V/def2-TZVPD.

XYZ file:
```
53
C9H33O11 wB97M-V/def2-TZVPD
C -0.32975 0.01751 0.07611
O -0.82997 1.12544 0.18348
O 0.97928 -0.22213 0.17892
O -0.97258 -1.02646 -0.24338
H 1.51134 0.37196 0.64940
C -2.71732 -1.88056 2.44753
O -3.11237 -1.48104 1.15673
H -2.81521 -3.09134 2.70284
H -3.33291 -1.38324 3.25418
H -1.66311 -1.38973 2.67850
H -2.36673 -1.48448 0.54555
C 0.76518 -3.60799 1.24511
O 0.65023 -3.17796 -0.15345
H 1.02331 -4.62991 1.18626
H -0.27778 -3.34860 1.74346
H 1.40415 -2.94481 1.75385
H 0.15632 -2.40318 -0.12171
C 3.57186 2.33253 -0.21641
O 2.42592 2.32793 0.61383
H 4.41755 1.60726 0.25842
H 4.10608 3.16414 -0.21112
H 3.37268 1.93211 -1.22481
H 1.93758 3.25660 0.29217
C -1.07430 -2.20650 -3.32192
O -0.77119 -0.92471 -2.87611
H -2.09831 -2.62351 -3.29508
H -0.56375 -2.90080 -2.69240
H -0.73477 -2.34614 -4.42908
H -0.51474 -0.75418 -1.91235
C -4.02187 0.59178 -0.96219
O -3.17534 1.72236 -0.68842
H -4.44469 0.19744 -0.08656
H -3.48388 -0.24510 -1.29749
H -4.72591 0.83787 -1.71830
H -2.30544 1.38392 -0.53797
C 3.97268 -1.67522 -0.54113
O 2.96061 -1.12723 -1.37671
H 4.64729 -0.93315 -0.03726
H 4.65196 -2.30122 -0.97881
H 3.47416 -2.13768 0.44924
H 2.17519 -0.71257 -0.81601
C -0.51453 4.00393 -1.95372
O -0.21708 3.68314 -0.58904
H 0.03522 4.78314 -2.72753
H -1.44830 4.19033 -2.23386
H -0.28954 3.19867 -2.51747
H -0.31287 2.71444 -0.45612
C 0.42813 1.69924 3.35395
O -0.82676 1.38849 3.18292
H 0.88864 1.06049 3.95699
H 0.53686 2.54866 3.55116
H 1.00242 1.43267 2.56504
H -1.15364 1.38741 2.19076
```

Calculated values
HOMO-LUMO gap = 0.34258 Eh
LUMO = 2.858 eV
Electronic energy = -1190.1183 a.u.
Highest occupied orbital energy = -6.5 eV
Net charge = -1

These are the Löwdin partial charges, in e, on atoms 1 to 5:
1 C -0.6967
2 O 0.0316
3 O 0.1142
4 O -0.0375
5 H 0.0690